Here is 2 unconnected molecules or ions with the total composition C3H8ClFS in a non-equilibrium geometry from the Open Molecules 2025 dataset. Energies are from ωB97M-V with the def2-TZVPD basis set.

Geometry (Å):
C: -2.3056 -0.3340 0.3950
C: -0.0242 0.6889 -0.7389
C: 1.9794 -0.3936 0.3424
H: -2.1400 0.3077 1.2630
H: -2.8954 0.2095 -0.3457
H: -2.8672 -1.2139 0.7145
H: -0.6448 1.2227 -1.4643
H: 0.1109 1.3156 0.1443
H: 0.9747 0.5089 -1.1824
H: 1.3470 -0.8961 -0.3972
H: 1.8719 -0.8267 1.3404
F: 1.6646 0.9252 0.3798
S: -0.7430 -0.9081 -0.3006
Cl: 3.6717 -0.6062 -0.1503

Force components x, y, z for each atom (eV/Å):
C -0.1716 -0.0144 -0.0038
C -2.5282 0.7604 -2.1200
C 1.1593 -1.0916 0.7077
H 0.0601 -0.0599 -0.0788
H 0.0695 -0.0707 0.0273
H 0.0684 0.0780 -0.0413
H -0.1921 -0.3383 -0.1136
H -1.7075 -0.0649 -0.8641
H -1.8519 0.4119 -0.8594
H 1.1671 -0.1056 0.5863
H -0.0848 0.1452 -0.2733
F 4.9340 0.0250 3.1142
S -1.0581 0.2462 -0.0326
Cl 0.1359 0.0789 -0.0485

## Properties
Molar mass in g mol⁻¹: 130.62
Energy in Eh: -1077.2408
Net charge: 0
SMILES: FCCl.CSC
E_HOMO in eV: -8.65
ΔE to the lowest compared entry with this formula, charge and spin in kJ/mol: 0.00
Maximum force in eV Å⁻¹: 5.83
Lowest unoccupied orbital energy in eV: 0.845
HOMO-LUMO gap in eV: 9.5000

---

Here is 2 unconnected molecules or ions with the total composition C7H5O4P in a non-equilibrium geometry from the Open Molecules 2025 dataset. Energies are from ωB97M-V with the def2-TZVPD basis set.

Geometry (Å):
C: 1.0468 0.0840 0.0675
C: 0.2542 0.1798 1.2314
C: 0.4656 -0.0363 -1.2134
C: -0.7452 -0.6233 -1.4178
C: -0.9806 -0.3870 1.3223
C: -3.8806 0.7579 -0.0273
C: 0.0688 -2.5271 0.2178
O: -4.1150 0.8876 1.0847
O: 1.1300 -2.0729 0.2744
O: -3.6567 0.6711 -1.1464
O: -2.7511 -2.1241 -0.0663
P: -1.4890 -1.3958 -0.0253
H: 2.0649 0.4480 0.1306
H: 0.6703 0.7010 2.0821
H: 1.0267 0.3366 -2.0605
H: -1.2119 -0.7182 -2.3852
H: -1.5935 -0.3415 2.2095

Force components x, y, z for each atom (eV/Å):
C 0.0868 1.2220 -0.0049
C -0.0055 0.1069 -0.1319
C -0.0507 0.1048 -0.0516
C -0.5053 -0.1713 0.7098
C -0.5231 -0.2707 -0.7070
C -0.1400 0.1488 -0.1498
C 1.6133 -0.8973 0.2057
O -0.3113 0.0761 1.7357
O 0.0729 -1.7178 0.1498
O 0.3058 -0.1415 -1.6205
O -0.5304 -0.3457 0.0316
P -0.1486 2.1659 -0.1952
H -0.0562 0.0232 -0.0494
H 0.0502 -0.0287 0.1217
H 0.0518 -0.0312 -0.0496
H 0.0597 -0.1369 -0.1186
H 0.0307 -0.1065 0.1241

## Properties
Molar mass in g mol⁻¹: 184.09
Energy in Eh: -912.0148
Net charge: 0
E_HOMO in eV: -8.57
ΔE to the lowest compared entry with this formula, charge and spin in kJ/mol: 261.56
Maximum force in eV Å⁻¹: 2.18
Lowest unoccupied orbital energy in eV: -0.529
HOMO-LUMO gap in eV: 8.0368

---

Here is a single C2H9NSi2 molecule in a non-equilibrium geometry from the Open Molecules 2025 dataset. Energies are from ωB97M-V with the def2-TZVPD basis set.

Geometry (Å):
C: 0.3593 -1.1336 -0.4331
C: -1.7259 1.2248 0.0885
N: 1.4420 -0.5666 0.3182
Si: -1.3536 -0.6312 0.2679
Si: 2.7555 0.3181 0.0711
H: 0.4130 -0.9041 -1.5030
H: 0.4399 -2.2237 -0.3456
H: -1.7754 1.5323 -0.9534
H: -2.6842 1.4621 0.5425
H: -0.9723 1.8350 0.5765
H: -2.3567 -1.3957 -0.4987
H: -1.4352 -1.0071 1.6840
H: 3.5769 0.4448 1.2615
H: 3.3167 1.0448 -1.0764

Force components x, y, z for each atom (eV/Å):
C 1.6832 0.4687 0.5066
C 0.2839 -0.5905 -0.0527
N -5.3036 -3.2821 -0.2764
Si -0.2481 0.8252 -0.1271
Si 4.4356 2.9004 -0.2496
H -0.2518 0.2580 -0.0511
H -0.3810 -0.1247 0.2013
H 0.0267 -0.0467 -0.1382
H -0.1451 -0.0749 0.0961
H 0.1609 0.0482 0.1102
H 0.0361 -0.1188 -0.0623
H 0.1005 -0.1211 0.1301
H 0.0433 0.0653 0.2298
H -0.4407 -0.2072 -0.3168

## Properties
Molar mass in g mol⁻¹: 103.27
Energy in Eh: -715.1628
Net charge: 0
<S²>: 2.006
E_HOMO (spin up / spin down) in eV: -5.63 / -9.68
ΔE to the lowest compared entry with this formula, charge and spin in kJ/mol: 0.00
Multiplicity: 3
Maximum force in eV Å⁻¹: 6.24
Lowest unoccupied orbital energy (spin up / spin down) in eV: 0.811 / -2.390
HOMO-LUMO gap (spin up / spin down) in eV: 6.4445 / 7.2915

---

Here is 2 unconnected molecules or ions with the total composition C10H15N3O9P in a non-equilibrium geometry from the Open Molecules 2025 dataset. Energies are from ωB97M-V with the def2-TZVPD basis set.

Geometry (Å):
O: -3.6877 0.2140 -1.6840
P: -2.9433 -0.5601 -2.7468
O: -2.9631 -2.1794 -2.3227
O: -3.7567 -0.4711 -4.2329
C: -1.1840 0.0694 -2.9794
N: -0.8393 1.0112 -1.8891
C: 0.0399 0.4500 -0.9346
N: 0.2017 -0.9714 -0.6923
O: 1.3599 -1.4454 -1.2998
N: 0.7551 1.2226 -0.1704
C: 0.7604 2.6873 -0.2320
C: 1.8275 3.1855 -1.3149
O: 1.2198 3.6333 -2.5350
H: -3.6932 -2.5546 -2.8442
H: -3.1197 -0.3527 -4.9529
H: -0.4241 -0.7373 -3.1157
H: -1.1944 0.6558 -3.9399
H: -0.4309 1.8249 -2.3519
H: -0.6278 -1.4936 -0.9671
H: 2.0895 -0.9224 -0.9270
H: 1.3682 0.7856 0.5294
H: 1.1361 3.0919 0.7437
H: -0.2287 3.1368 -0.4751
H: 2.3945 4.0653 -0.9158
H: 2.5728 2.3640 -1.4878
H: 1.1473 2.9112 -3.1680
C: 0.4137 -0.8950 5.0590
C: 1.1636 -0.2166 4.1383
C: 1.4372 -1.0096 2.8557
O: 2.0392 -0.5255 1.8755
C: 0.9828 -2.3812 2.7740
C: 0.2398 -3.0750 3.7011
C: -0.1286 -2.2505 4.9469
O: -0.8490 -2.6722 5.8494
O: -0.1544 -4.2619 3.6309
O: 1.6333 0.9561 4.2242
H: 0.1606 -0.4074 5.9951
H: 1.2820 -2.8819 1.8561

Force components x, y, z for each atom (eV/Å):
O 1.8314 -1.1884 -2.4296
P -3.2038 0.4879 2.2261
O 0.4196 2.1153 -1.6991
O 1.8716 -0.3353 1.7567
C -0.3961 -0.2688 -0.9310
N 1.6508 -1.6370 -0.2892
C -0.0878 -0.3727 0.3682
N -1.4229 2.7293 0.3915
O 0.4775 -0.0829 -1.1362
N -0.7535 0.4563 -0.6742
C 1.5318 1.1681 -0.5138
C 0.0741 -0.0755 0.6523
O -0.0771 -0.3363 0.2043
H 0.1823 -0.3062 0.2867
H -0.2457 -0.1237 -0.0612
H -0.6871 0.4460 0.1905
H -0.0845 -0.5068 0.8832
H -0.4027 0.2174 0.9243
H 0.6052 -0.3764 -0.0944
H -0.1698 -0.5905 0.7261
H 0.0522 -0.8595 1.1616
H -0.6580 -0.7644 -0.6499
H 0.5901 -0.5966 0.2865
H -0.6363 -0.7677 -0.2984
H -0.6082 0.6922 0.0706
H 0.3198 0.0703 0.0501
C -0.7588 -0.9604 0.7479
C 0.6762 0.7869 -0.7288
C -1.1830 -2.6178 0.2097
O 0.5159 1.5734 -1.5272
C 1.3422 1.7502 -1.3686
C -1.0613 -1.2381 1.2244
C 0.3915 1.8294 0.6970
O -0.1273 -0.7046 -0.2595
O 0.3401 0.7178 -0.2252
O -0.2464 -0.3125 -0.1301
H 0.0131 0.0949 -0.0318
H -0.0751 -0.1130 -0.0096

## Properties
Molar mass in g mol⁻¹: 352.22
Energy in Eh: -1572.7710
Net charge: -1
E_HOMO in eV: -2.25
Maximum force in eV Å⁻¹: 3.93
Lowest unoccupied orbital energy in eV: 0.568
HOMO-LUMO gap in eV: 2.8142

---

Here is a molecular structure, C6H10O from the Open Molecules 2025 dataset. Energies are from ωB97M-V with the def2-TZVPD basis set.

Geometry (Å):
C: 2.1471 0.2244 0.5801
O: 1.0590 -0.4168 0.8635
C: 0.3122 -0.9084 -0.1522
C: -1.1504 -1.0049 -0.0992
C: -1.7847 0.2422 0.5395
C: -1.0429 1.1443 -0.4855
C: -0.4276 -0.1011 -1.1383
H: 2.7904 0.4198 1.4303
H: 2.1905 0.8221 -0.3255
H: 2.5913 -1.2398 -0.6120
H: 1.8465 -1.5665 -0.7915
H: -1.6839 -1.9368 -0.2690
H: -2.8700 0.2792 0.4036
H: -1.5612 0.4064 1.5993
H: -1.7282 1.6778 -1.1503
H: -0.3291 1.8696 -0.0728
H: -0.3329 -0.2518 -2.2107

Force components x, y, z for each atom (eV/Å):
C 0.0240 0.0229 -0.0740
O 0.0486 0.0258 -0.0178
C -0.0929 0.0971 -0.0484
C -0.1195 -0.2746 0.0951
C -0.0546 0.0184 0.1177
C 0.0507 0.1347 -0.0046
C 0.1513 0.0625 -0.3202
H -0.0385 -0.0788 -0.1587
H -0.0045 -0.1072 0.0820
H -0.1691 0.1128 0.1344
H -0.1335 0.1189 0.1089
H 0.1324 0.1397 0.0042
H 0.1874 -0.0289 0.0173
H -0.0105 -0.0539 -0.1576
H 0.1141 -0.0979 0.1090
H -0.0996 -0.1139 -0.0606
H 0.0144 0.0223 0.1731

## Properties
Molar mass in g mol⁻¹: 98.14
Energy in Eh: -309.6224
Net charge: 0
E_HOMO in eV: -8.05
ΔE to the lowest compared entry with this formula, charge and spin in kJ/mol: 577.54
Maximum force in eV Å⁻¹: 0.36
Lowest unoccupied orbital energy in eV: 0.448
HOMO-LUMO gap in eV: 8.4944

---

Here is 3 unconnected molecules or ions with the total composition C23H48BN3O6P in a non-equilibrium geometry from the Open Molecules 2025 dataset. Energies are from ωB97M-V with the def2-TZVPD basis set.

Geometry (Å):
C: 4.7810 -2.4757 4.5336
P: 4.8322 -1.8912 2.7939
C: 3.4664 -2.6888 1.8576
C: 4.5922 -0.0609 2.7496
N: 5.8793 0.5870 2.5306
C: 6.8116 0.4104 3.6451
B: 7.4139 1.8002 4.1259
O: 8.0512 2.6378 3.2096
O: 7.3200 2.2198 5.4181
C: 3.8131 0.4969 3.9623
O: 2.7937 -0.1197 4.3282
O: 4.2710 1.5455 4.4790
H: 4.1310 -3.3432 4.6438
H: 5.7887 -2.7919 4.7946
H: 4.4616 -1.7101 5.2390
H: 3.1618 -3.5954 2.3784
H: 3.8202 -2.9706 0.8706
H: 2.5969 -2.0415 1.7390
H: 3.9935 0.1351 1.8557
H: 5.7008 1.5689 2.3739
H: 6.3490 -0.0899 4.4968
H: 7.6524 -0.2092 3.2989
H: 8.8552 2.2031 2.9151
H: 6.9369 1.5097 5.9403
C: -0.8811 2.3581 -1.7084
C: 0.1683 1.4944 -0.9862
C: -0.3669 1.0699 0.3800
C: -0.4260 2.2272 1.3740
C: 0.9371 2.9064 1.5000
C: 1.5584 3.3170 0.1631
N: 1.4780 2.2020 -0.8360
O: 2.4125 1.3368 -0.6165
C: 0.8848 4.5873 -0.3887
C: 3.0165 3.6990 0.3933
C: 0.3607 0.2710 -1.8754
H: -1.7139 1.7234 -2.0145
H: -1.3192 3.1368 -1.0901
H: -0.4644 2.8212 -2.6047
H: 0.2699 0.2817 0.7932
H: -1.3614 0.6344 0.2517
H: -1.1888 2.9544 1.0766
H: -0.7294 1.8502 2.3518
H: 0.8496 3.7857 2.1412
H: 1.6173 2.2181 2.0117
H: 1.2586 4.8150 -1.3885
H: 1.1218 5.4337 0.2559
H: -0.1999 4.5327 -0.4343
H: 3.5773 2.9056 0.8816
H: 3.0558 4.5747 1.0402
H: 3.5122 3.9431 -0.5482
H: 0.7634 0.5601 -2.8485
H: -0.6053 -0.2107 -2.0334
H: 1.0323 -0.4602 -1.4309
C: -5.7852 -2.0976 -4.6873
C: -4.5411 -1.7556 -3.8463
C: -3.7341 -3.0251 -3.5819
C: -4.4247 -3.9671 -2.5965
C: -4.7555 -3.2408 -1.2926
C: -5.5277 -1.9336 -1.4858
N: -4.9045 -1.0919 -2.5556
O: -3.8835 -0.4589 -2.0827
C: -7.0064 -2.2172 -1.8062
C: -5.5360 -1.1593 -0.1724
C: -3.7322 -0.7813 -4.6953
H: -5.4747 -2.3369 -5.7043
H: -6.3347 -2.9654 -4.3338
H: -6.4704 -1.2503 -4.7355
H: -2.7495 -2.7563 -3.1872
H: -3.5597 -3.5387 -4.5300
H: -5.3316 -4.3911 -3.0364
H: -3.7688 -4.8126 -2.3815
H: -5.3342 -3.8947 -0.6369
H: -3.8185 -3.0247 -0.7704
H: -7.5285 -1.2906 -2.0477
H: -7.4918 -2.6544 -0.9337
H: -7.1593 -2.9177 -2.6225
H: -4.5329 -0.9867 0.2102
H: -6.0822 -1.7343 0.5751
H: -6.0288 -0.1933 -0.2891
H: -4.2944 0.1375 -4.8692
H: -3.5177 -1.2381 -5.6611
H: -2.7833 -0.5185 -4.2330

Force components x, y, z for each atom (eV/Å):
C -0.2829 0.1129 0.2272
P 1.6541 -0.5005 -0.8538
C -0.5671 0.3685 0.3641
C -0.1453 -0.0229 0.0960
N 0.0092 -0.1772 -0.3303
C 0.7174 0.4040 -0.0597
B -0.6110 -0.2410 -0.1358
O 0.2500 0.1718 0.5204
O 0.5220 -0.0265 0.0038
C -0.3329 0.7843 0.7401
O -0.2535 -0.4573 -0.3543
O 0.2511 -0.0630 -0.2200
H -0.1433 -0.0011 -0.0290
H 0.0974 -0.0228 0.0083
H -0.2189 0.0402 -0.0457
H -0.0622 -0.0680 0.0408
H 0.1352 0.0201 -0.0701
H -0.1208 -0.0183 0.1182
H -0.1796 -0.0987 -0.0254
H -0.0612 0.0827 0.1818
H -0.1002 -0.1277 0.0239
H -0.0530 -0.3004 0.1058
H -0.1329 0.0101 -0.4563
H -0.4637 0.2153 0.0557
C -0.0688 0.1735 0.0158
C -0.9674 0.1679 -0.8150
C 0.0719 0.0314 0.4111
C 0.0477 0.0785 -0.0880
C -0.1610 -0.5035 0.1862
C -0.1385 1.2898 -0.1698
N 0.1995 -1.0415 1.4728
O 0.2434 0.2364 -0.5514
C -0.2124 -0.0600 -0.0826
C 0.2730 -0.3066 -0.0520
C 0.2907 -0.2482 0.0147
H 0.0587 -0.1017 -0.0142
H 0.0793 0.0137 0.0181
H 0.0507 0.0074 0.0247
H 0.1028 0.0499 -0.0645
H -0.0036 -0.0035 -0.1151
H -0.0034 -0.0220 -0.0493
H 0.0196 0.0067 0.0161
H 0.1060 0.0740 -0.0540
H 0.0396 0.0035 -0.0542
H -0.0032 -0.0304 -0.0196
H 0.0964 -0.0495 0.0550
H 0.0298 -0.0399 -0.0033
H -0.0295 -0.0461 -0.0595
H -0.0768 0.0324 0.0152
H -0.0188 -0.0153 -0.0132
H 0.0181 0.0108 0.0108
H -0.0729 0.0770 0.0254
H 0.0528 0.0856 0.0137
C -0.1409 -0.0626 0.1138
C -0.6463 -0.0653 -1.1071
C 0.1112 -0.2414 0.3394
C -0.0547 0.0955 0.0288
C 0.3946 -0.1554 -0.2057
C -1.2555 -0.1461 0.2745
N 1.5155 -0.7333 0.6292
O -0.2988 0.5089 -0.1145
C -0.0155 -0.0763 -0.2011
C 0.2701 0.2132 0.0909
C 0.2726 0.2142 0.1612
H 0.0950 0.0781 -0.0076
H 0.0054 0.0343 0.0474
H 0.0038 0.0116 0.0280
H -0.0456 0.1148 0.0331
H -0.0292 0.0654 -0.0638
H -0.0066 0.0316 -0.0275
H -0.0112 -0.0113 0.0027
H -0.0507 0.0517 0.0409
H -0.0134 0.1057 -0.0260
H 0.0176 0.0181 -0.0269
H 0.0782 0.0368 0.0807
H 0.0377 0.0263 0.0035
H 0.0085 0.0462 -0.0858
H -0.0550 -0.0606 -0.0399
H 0.0053 0.0023 -0.0257
H -0.0028 0.0042 0.0206
H -0.0632 -0.0728 -0.0130
H -0.0575 0.0115 0.0703

## Properties
Molar mass in g mol⁻¹: 504.44
Energy in Eh: -1887.1072
Net charge: -1
<S²>: 2.008
E_HOMO (spin up / spin down) in eV: -3.90 / -3.90
Multiplicity: 3
Maximum force in eV Å⁻¹: 1.93
Lowest unoccupied orbital energy (spin up / spin down) in eV: 1.913 / 1.562
HOMO-LUMO gap (spin up / spin down) in eV: 5.8110 / 5.4602